Entry 1:
The following is a quantum chemistry calculation of a structure of composition C15H27BrF5IN4O3PdSiTe, from OMol25.

XYZ file:
```
59
Properties=species:S:1:pos:R:3:lowdin_charge:R:1
Pd -0.760 1.928 -1.887 0.591
N -2.238 1.077 0.304 0.015
C -1.382 1.201 1.444 -0.329
C -2.155 1.770 2.663 -0.137
C -1.572 1.869 4.081 -0.200
C -0.904 0.627 4.684 -0.255
N 0.414 0.412 4.129 0.014
C 0.899 -0.791 4.030 -0.523
N 0.349 -1.891 4.625 0.148
N 2.088 -0.994 3.396 0.161
C -0.138 2.028 1.080 -0.488
O 0.716 2.274 2.048 0.089
O 0.120 2.443 -0.040 -0.074
H -2.828 1.873 0.092 0.049
H -2.732 0.205 0.222 0.082
H -0.979 0.211 1.672 0.143
H -3.055 1.150 2.715 0.111
H -2.499 2.765 2.364 0.122
H -2.397 2.154 4.740 0.103
H -0.848 2.687 4.129 0.104
H -1.572 -0.238 4.553 0.102
H -0.827 0.794 5.766 0.109
H 0.625 1.559 2.807 0.094
H -0.628 -1.832 4.850 0.071
H 0.670 -2.805 4.321 -0.030
H 2.362 -0.255 2.767 0.099
H 2.273 -1.929 3.053 0.064
Br 2.342 -4.682 4.276 0.393
C 3.066 -5.520 2.439 -0.597
C 3.860 -6.617 2.731 -0.202
C 4.388 -7.265 1.622 -0.149
C 4.089 -6.781 0.346 -0.152
C 3.278 -5.662 0.190 -0.184
C 2.720 -4.968 1.285 -0.148
I 0.245 -0.460 -1.639 0.090
H 4.062 -6.951 3.740 0.067
H 5.023 -8.135 1.753 0.079
H 4.494 -7.284 -0.528 0.077
H 3.073 -5.318 -0.823 0.064
C -1.211 3.853 -5.636 -0.193
Si -0.476 2.335 -4.801 0.234
C 1.221 2.782 -4.148 -0.199
C -0.223 1.036 -6.136 -0.172
H -0.627 4.099 -6.528 0.021
H -1.194 4.709 -4.958 0.021
H -2.241 3.671 -5.954 0.011
H 1.812 3.199 -4.972 0.025
H 1.737 1.900 -3.762 0.008
H 1.148 3.524 -3.353 0.015
H 0.448 1.398 -6.922 0.019
H -1.178 0.765 -6.592 0.026
H 0.213 0.134 -5.699 0.025
F -3.759 1.126 -2.431 -0.438
Te -3.510 2.842 -3.122 1.950
F -3.544 3.305 -1.181 -0.565
F -4.112 2.064 -4.823 -0.551
F -1.181 3.874 -2.392 -0.615
F -5.409 3.067 -2.861 -0.530
O -1.556 1.671 -3.728 -0.665
```

Summary:
- DFT total energy: -138483.96650 eV
- Relative energy (zero: lowest compared OMol25 entry of this formula, charge and spin): 0.0 kJ/mol
- Net charge: -2
- Highest occupied orbital energy: -0.088 Ha
- Orbital gap: 6.59 eV

---

Entry 2:
The following is a quantum chemistry calculation of a structure of composition C15H27ClEuIN2OP2S, from OMol25.

XYZ file:
```
51
Properties=species:S:1:pos:R:3:lowdin_spin:R:1
C 0.015 2.049 -4.814 0.066
C 0.013 1.441 -3.453 0.410
H 0.018 3.171 -4.700 0.012
H -0.904 1.669 -5.342 0.000
H 0.936 1.665 -5.339 0.000
O -0.030 1.912 -2.337 0.205
I 0.369 -1.406 -4.189 0.244
Eu 0.003 -0.450 -1.551 4.082
P 2.946 -0.117 -0.749 -0.006
C 3.860 0.970 0.416 -0.001
C 3.307 -1.755 0.001 0.000
H 4.385 -1.964 -0.096 0.000
H 5.022 -0.706 -1.934 0.000
H 2.718 -2.524 -0.516 0.000
H 3.593 -0.600 -3.024 0.000
H 3.244 1.103 1.320 0.000
H 3.016 -1.761 1.064 0.000
C 4.109 -0.140 -2.168 -0.001
H 4.840 0.548 0.700 0.000
H 4.373 0.896 -2.429 0.000
H 4.009 1.954 -0.054 0.000
P -2.934 -0.060 -0.726 -0.007
C -3.796 1.070 0.439 -0.001
C -4.123 -0.077 -2.117 -0.001
H -2.773 -2.471 -0.450 0.000
H -4.414 -1.844 0.011 0.000
H -2.997 -1.660 1.120 0.000
C -3.324 -1.670 0.066 0.000
H -3.630 -0.554 -2.976 0.000
H -5.036 -0.632 -1.866 0.000
H -4.762 0.660 0.786 0.000
H -3.971 2.033 -0.067 0.000
H -4.384 0.955 -2.390 0.000
H -3.143 1.245 1.310 0.000
Cl -0.200 -3.221 -1.256 -0.005
N 0.133 -3.261 1.683 0.207
C 0.067 -2.045 2.187 0.046
N 0.021 -0.898 1.505 0.157
C -0.013 0.193 2.368 0.128
C -0.077 1.553 2.027 0.058
C -0.122 2.518 3.033 0.053
C -0.104 2.138 4.408 0.190
C -0.042 0.785 4.737 -0.012
C 0.006 -0.164 3.753 0.136
S 0.072 -1.893 3.944 0.023
H 0.113 -4.038 2.328 0.004
H 0.035 -3.400 0.641 0.003
H -0.091 1.815 0.962 0.001
H -0.175 3.578 2.763 0.000
H -0.141 2.922 5.167 0.008
H -0.034 0.469 5.806 -0.003
```

Summary:
- 2S+1: 7
- DFT total energy: -90370.57257 eV
- Net charge: +2
- Highest occupied orbital energy (spin up / spin down): -0.485 / -0.522 Ha
- Orbital gap (spin up / spin down): 6.37 / 4.40 eV

---

Entry 3:
The following is a quantum chemistry calculation of a cluster of 2 separate species, C15H27ClNO3 in total, from OMol25.

XYZ file:
```
47
Properties=species:S:1:pos:R:3:lowdin_spin:R:1
C 0.778 -1.498 2.631 0.002
C 0.063 -1.569 1.119 0.000
C 1.276 -1.748 0.053 0.000
C 1.561 -0.500 -0.959 0.000
O 1.277 -0.619 -2.260 0.000
Cl 2.332 1.144 -0.439 0.000
C -0.807 -2.965 1.119 0.018
C -1.991 -2.875 -0.020 0.022
C -1.411 -3.131 -1.568 -0.001
C -2.965 -4.207 0.265 0.000
N -2.902 -1.681 0.094 0.325
O -3.656 -1.828 1.203 0.586
C -2.189 -0.354 0.048 0.024
C -3.276 0.738 0.707 -0.002
C -1.953 0.223 -1.505 0.001
C -0.854 -0.232 0.995 0.019
H 1.669 -2.252 2.739 0.000
H -0.071 -1.654 3.455 0.000
H 1.142 -0.376 2.784 0.000
H 1.181 -2.723 -0.630 0.000
H 2.286 -1.922 0.667 0.000
H -1.314 -3.117 2.164 0.003
H -0.079 -3.864 0.830 0.001
H -2.319 -3.364 -2.275 0.001
H -0.725 -4.092 -1.549 0.000
H -0.738 -2.249 -1.946 0.000
H -3.035 -4.419 1.415 0.000
H -4.009 -4.123 -0.259 0.000
H -2.385 -5.130 -0.214 0.000
H -3.326 0.679 1.875 0.000
H -2.992 1.858 0.433 0.000
H -4.385 0.532 0.319 0.000
H -2.703 1.131 -1.707 0.000
H -2.199 -0.572 -2.330 0.001
H -0.876 0.694 -1.589 0.000
H -0.292 0.753 0.683 0.001
H -1.267 -0.009 2.095 0.002
C 4.867 6.568 -0.630 0.000
C 3.575 5.818 -0.818 0.000
O 2.489 6.394 -0.765 0.000
C 3.663 4.338 -1.074 0.000
H 4.650 7.627 -0.454 0.000
H 5.403 6.172 0.236 0.000
H 5.481 6.482 -1.530 0.000
H 4.146 3.842 -0.227 0.000
H 4.223 4.152 -1.993 0.000
H 2.654 3.929 -1.190 0.000
```

Summary:
- 2S+1: 2
- DFT total energy: -36140.11857 eV
- Net charge: 0
- Highest occupied orbital energy (spin up / spin down): -0.333 / -0.355 Ha
- Orbital gap (spin up / spin down): 8.83 / 9.31 eV